Formula: C3H8N3
Source: the OMol25 dataset
Level of theory: the ωB97M-V functional and the def2-TZVPD basis

- Maximum force: 4.516 eV/Å
- LUMO: -4.2771 eV
- Orbital gap: 9.901 eV
- HOMO level: -14.18 eV
- Electronic energy: -7700.29496 eV

ORCA input file:
```
! RIJCOSX wB97M-V def2-TZVPD def2/J DEFGRID3
* xyz 1 1
C 0.580 -1.398 0.330
C -0.111 -0.078 0.144
N -0.165 0.848 1.319
C 0.075 0.590 -1.595
N -1.422 0.198 -1.572
N -1.539 -0.220 -0.410
H 1.556 -1.168 0.732
H 0.576 -1.729 -0.667
H 0.050 -1.961 1.099
H 0.011 0.266 2.259
H -1.087 1.422 1.294
H 0.618 1.517 1.187
H 0.265 1.722 -1.821
H 0.593 -0.010 -2.299
*
```